Below is a structure of composition C35H41N3V, with properties calculated with the ωB97M-V functional and the def2-TZVPD basis.

```
80
Properties=species:S:1:pos:R:3
H -2.751 0.341 -1.012
C -2.791 1.282 -0.468
H 3.422 -1.404 1.932
C 1.996 1.664 -2.230
H -2.715 -2.852 -2.502
H 3.604 -1.867 3.626
H 1.506 0.142 4.732
H -1.168 -1.258 2.116
C -1.086 1.431 -5.013
C -0.976 -0.295 -2.744
H -2.798 0.304 -5.549
C 0.001 0.747 -2.940
C 0.593 -4.434 -1.233
V 0.505 -0.238 -0.173
H 2.038 -6.001 -0.884
H 0.104 4.978 2.188
H 1.666 -3.406 3.605
H 2.868 3.224 -3.437
C -1.780 -3.263 -2.153
H 0.149 -0.988 4.710
H -4.130 2.192 1.788
H -3.801 1.690 -0.569
C 1.009 2.520 -4.224
C 2.536 -2.698 -0.361
H 2.251 3.005 -0.070
C 1.586 -1.301 3.105
H 0.999 3.191 -5.075
C 1.823 3.539 0.774
H -1.128 2.086 -5.873
H 0.557 3.546 3.126
C -0.057 3.902 2.296
H -2.764 2.081 2.909
C 0.842 -0.352 2.185
C -0.803 -2.425 -1.656
C -3.039 2.195 1.858
C -1.954 -0.425 -3.712
N -0.774 -1.049 -1.614
H -2.717 -1.180 -3.609
C -1.597 -4.662 -2.184
C 1.853 -4.934 -0.838
H -1.097 3.737 2.562
C -0.980 0.815 1.315
N 1.362 -2.197 -0.670
C -0.447 -5.249 -1.745
H 1.377 -3.102 1.888
C 3.101 -1.176 2.947
H 2.287 1.285 1.855
H -2.697 3.169 1.516
C 0.179 1.665 1.226
C 0.347 3.175 1.000
H -3.212 -0.413 2.481
H -4.328 -0.043 1.164
C -0.535 -0.415 1.893
H -0.307 -6.321 -1.790
H 0.079 -2.871 3.058
H -2.395 -5.282 -2.574
C -3.277 -0.208 1.411
H 3.286 -1.995 -0.025
C 1.151 -2.754 2.895
C -0.436 3.746 -0.184
C 1.282 0.911 1.738
H -0.172 3.234 -1.112
C -2.003 0.437 -4.826
H 3.440 -0.167 3.191
H 2.800 1.653 -1.505
H -2.940 -1.087 0.860
H 1.742 -1.533 5.265
H -0.192 4.805 -0.302
C 2.036 2.542 -3.325
C -0.042 1.588 -4.069
H 2.431 3.338 1.656
C 0.398 -3.042 -1.153
C 1.224 -0.896 4.544
C 2.831 -4.071 -0.433
H -1.511 3.675 -0.049
C -2.474 1.041 1.016
H 1.896 4.609 0.569
N 1.006 0.827 -2.015
H 3.814 -4.422 -0.153
H -2.100 1.968 -0.950
```

As for the multiplicity: 4. As for the orbital gap (alpha / beta): 6.44 / 7.12 eV.